Here is the ion C4H11N2S with charge +1 in a non-equilibrium geometry from the OMol25 dataset. Energies are from wB97M-V/def2-TZVPD.

Structure (ORCA input):
```
! RIJCOSX wB97M-V def2-TZVPD def2/J DEFGRID3
* xyz 1 1
N 0.1054 2.1897 0.5170
H -2.4092 0.5696 1.2508
H 2.1286 -1.4398 -1.1301
N -0.4632 -1.3454 -0.0293
C 0.0532 0.9460 0.3035
S 1.5010 -0.0491 0.8349
C 2.3228 -0.4909 -0.7961
C -0.9570 -0.0249 -0.3450
H -0.9907 -1.7692 0.7804
H 1.7724 0.2319 -1.4182
H 2.1797 1.1570 0.7365
H -0.7688 0.1543 -1.4528
H -0.7454 -1.9791 -0.7688
H -3.0903 -0.3915 -0.1578
H -2.5528 1.2137 -0.4528
C -2.3821 0.3690 0.1299
H -0.7370 2.6956 0.2647
H 3.3351 -0.4714 -0.5752
*
```

Largest force on an atom   3.47 eV/Å
ΔE to the lowest compared entry with this formula, charge and spin   50.6 kcal/mol
LUMO   -0.138 Eh
Kohn-Sham gap   10.750 eV
DFT total energy   -666.3874 a.u.